49
Properties=species:S:1:pos:R:3:nbo_charge:R:1 method="wB97M-V/def2-TZVPD" lumo_energy_ev=0.589 max_force_ha_per_bohr=0.0268 energy_ev=-45122.8569 e_above_lowest_ev=2.5666 smiles="COc1cccc(-c2nc(CS(=O)(=O)CC(=O)N3CCOCC3)c(C)o2)c1" gap_ev=8.706
C 3.827 2.966 1.453 -0.25
O 4.809 2.328 0.670 -0.49
C 4.540 1.090 0.179 0.31
C 5.553 0.506 -0.588 -0.24
C 5.381 -0.751 -1.132 -0.20
C 4.206 -1.452 -0.926 -0.23
C 3.195 -0.877 -0.163 -0.01
C 1.955 -1.580 0.081 0.46
N 0.945 -1.147 0.781 -0.45
C 0.018 -2.149 0.748 0.02
C -1.310 -2.009 1.371 -0.66
S -2.511 -1.785 0.008 2.16
O -1.935 -0.980 -1.033 -0.96
O -3.008 -3.079 -0.383 -0.96
C -3.917 -0.843 0.733 -0.73
C -3.341 0.495 1.111 0.66
O -2.783 0.612 2.193 -0.65
N -3.425 1.514 0.239 -0.42
C -3.921 1.504 -1.120 -0.24
C -2.769 1.825 -2.086 -0.09
O -2.146 3.045 -1.758 -0.52
C -1.632 3.003 -0.447 -0.08
C -2.758 2.765 0.561 -0.26
C 0.515 -3.182 -0.007 0.30
C -0.036 -4.505 -0.384 -0.68
O 1.749 -2.818 -0.422 -0.40
C 3.359 0.394 0.390 -0.30
H 4.255 3.927 1.734 0.20
H 3.598 2.391 2.355 0.18
H 2.906 3.130 0.884 0.18
H 6.464 1.062 -0.741 0.22
H 6.171 -1.188 -1.723 0.22
H 4.066 -2.435 -1.348 0.22
H -1.634 -2.899 1.902 0.25
H -1.355 -1.121 1.995 0.30
H -4.205 -1.389 1.627 0.26
H -4.723 -0.841 0.009 0.26
H -4.338 0.538 -1.391 0.21
H -4.696 2.276 -1.204 0.20
H -3.150 1.938 -3.102 0.19
H -2.046 0.999 -2.048 0.21
H -1.154 3.969 -0.272 0.20
H -0.889 2.197 -0.358 0.18
H -2.368 2.694 1.576 0.25
H -3.489 3.579 0.497 0.20
H 0.124 -5.230 0.415 0.23
H 0.462 -4.864 -1.280 0.24
H -1.105 -4.418 -0.568 0.26
H 2.546 0.793 0.972 0.24